Record 1
The following is a quantum chemistry calculation of 2 unconnected molecules or ions with the total composition C8H8N4O4 at a distorted geometry, from OMol25.

The geometry in XYZ format:
```
24
Properties=species:S:1:pos:R:3:forces:R:3
C -1.675938 -1.518847 0.545076 -0.10 0.08 0.01
C -2.784684 -2.360125 1.004033 0.19 0.51 -0.60
C -3.742946 -1.809171 1.754502 0.26 0.31 0.27
C -2.600487 0.360742 1.866014 -0.65 -0.17 0.35
C 3.570642 1.320026 -1.811954 0.47 -0.01 -0.56
C 3.525730 -0.097880 -2.195371 -0.96 -0.54 0.25
C 2.421898 -0.832228 -1.842597 1.25 1.74 -0.60
C 1.385200 0.975358 -0.607814 0.53 -0.68 -0.65
H -0.903696 0.433930 0.791387 0.05 -0.24 -0.25
H -2.891833 -3.333476 0.569730 0.13 -0.29 0.06
H -4.627344 -2.341050 2.083136 0.06 0.04 -0.06
H -4.346912 -0.148112 2.818955 0.48 -0.03 -0.40
H 2.432383 2.663984 -0.709499 0.31 0.23 -0.12
H 4.329821 -0.516606 -2.805028 -0.36 0.23 0.35
H 2.268902 -1.838985 -2.159874 0.08 -0.56 -0.05
H 0.683124 -0.972964 -0.809838 -0.57 0.26 0.19
N -1.680057 -0.199432 1.028118 0.60 -0.54 -0.37
N -3.636248 -0.514802 2.185893 -0.87 0.21 0.67
N 2.452476 1.724387 -1.073222 -0.76 0.09 0.74
N 1.367937 -0.300820 -1.146654 0.33 -0.07 0.42
O -0.812790 -1.918236 -0.233328 -0.15 0.36 0.42
O -2.557117 1.491250 2.291624 0.04 -0.23 -0.10
O 4.435926 2.129418 -2.106448 -0.58 -0.63 0.31
O 0.550269 1.405157 0.171994 0.21 -0.08 -0.28
```
Positions in Å, forces in eV/Å.

Values from the calculation:
- SMILES string: O=c1cc[nH]c(=O)[nH]1.O=c1cc[nH]c(=O)[nH]1
- Energy above the lowest of the compared OMol25 structures with the same formula, charge and spin: 2.0 kcal per mole
- E_HOMO: -9.3 eV
- Multiplicity: 1
- Kohn-Sham gap: 0.35974 Ha
- Total energy: -22578.844 eV

---

Record 2
The following is a quantum chemistry calculation of a molecular structure, C25H22Br6N4O6 at a distorted geometry, from OMol25.

The geometry in XYZ format:
```
63
Properties=species:S:1:pos:R:3:forces:R:3
C 4.290101 -2.981560 -3.371794 0.86 1.70 0.13
Br 5.785698 -2.310117 -4.470740 -0.69 -0.40 0.52
Br 2.709543 -1.810061 -3.736003 0.77 -1.12 0.12
Br 4.822459 -2.790255 -1.427020 -0.58 -0.46 -1.43
H 4.151919 -4.012473 -3.697702 -0.40 0.24 0.55
C 0.228305 4.448817 3.617174 0.04 0.98 0.47
Br 1.993817 3.796805 4.339346 -1.58 0.28 -0.66
Br 0.231170 6.457123 3.588903 -0.04 -1.52 0.13
Br -1.378077 3.739250 4.537883 1.26 0.35 -0.48
H 0.139032 4.162067 2.569358 0.21 -0.04 0.36
C 3.574596 -0.876608 5.578682 -0.99 -0.24 -0.42
C 4.261483 -1.254713 4.436415 1.12 1.05 0.39
C 5.012164 -0.273509 3.750325 -0.07 -1.51 -0.98
C 5.000758 1.056649 4.085076 -1.80 0.42 1.59
C 4.135833 1.421758 5.132362 0.18 -0.07 0.97
C 3.420393 0.463377 5.873238 0.84 0.66 -0.82
N 5.875418 2.049863 3.429199 0.78 0.46 1.32
O 6.627419 1.599477 2.607221 0.24 -0.29 -1.11
O 5.933522 3.197489 3.855291 -0.89 -0.89 -0.23
H 3.041755 -1.598954 6.179253 0.09 -0.20 0.02
H 4.381488 -2.299306 4.189757 -0.07 0.02 -0.21
H 5.597995 -0.612663 2.908780 0.27 0.12 -0.03
H 4.088048 2.402726 5.581607 0.25 0.39 -0.62
H 2.788838 0.798999 6.682488 0.09 -0.03 0.10
C -3.732173 -1.864343 -6.287965 -0.14 -2.74 -0.58
C -3.380316 -2.121329 -5.003009 0.95 0.53 1.48
C -2.920527 -1.082272 -4.226032 0.57 0.76 0.23
C -2.831985 0.225361 -4.773355 -0.26 -1.48 1.92
C -3.097799 0.390424 -6.104212 -0.12 2.07 0.57
C -3.487370 -0.673219 -6.857650 -0.85 0.63 -1.66
N -2.515539 1.382206 -3.829460 0.68 -1.99 -1.73
O -1.899347 1.103230 -2.818964 0.07 -0.07 0.67
O -2.774247 2.473516 -4.216126 -0.48 1.25 -0.09
H -4.084426 -2.748097 -6.799138 -0.18 0.29 -0.74
H -3.302644 -3.114656 -4.586271 -0.53 -0.12 -0.09
H -2.580808 -1.376059 -3.243852 -0.03 0.70 0.30
H -3.164512 1.383145 -6.524261 0.42 0.13 -0.04
H -3.728588 -0.509569 -7.897569 0.03 0.00 -0.09
C -3.431776 -2.186957 1.357909 -0.88 1.00 -1.00
C -2.783163 -1.086357 0.690356 -1.25 -0.92 0.41
C -3.531465 -0.235484 -0.107280 -0.64 -0.40 -0.71
C -4.890014 -0.505863 -0.395068 0.78 0.29 0.09
C -5.528562 -1.561204 0.214061 0.31 -0.11 0.90
C -4.812708 -2.346352 1.148386 0.16 1.03 -0.61
N -5.622215 0.404040 -1.336253 -0.44 0.54 -0.28
O -4.978904 1.336436 -1.834005 -0.84 -1.32 0.58
O -6.820096 0.187018 -1.533385 1.75 0.18 0.28
H -2.982972 -2.931626 1.998564 0.55 0.37 0.11
H -1.738351 -0.817408 0.739740 0.17 -0.48 0.45
H -3.037241 0.579559 -0.615083 -0.12 0.14 0.00
H -6.581999 -1.775214 0.109808 -0.02 0.26 -0.33
H -5.457475 -2.980731 1.738493 0.52 -0.61 0.03
N 0.284710 1.166444 0.139928 2.70 -0.78 1.40
C 0.879960 1.240319 1.362231 -2.58 0.68 -1.32
C 2.119425 0.694531 1.698632 1.75 -1.05 -2.05
C 2.765732 -0.008420 0.649307 -0.09 1.09 -0.12
C 2.205182 -0.045502 -0.635581 1.14 -1.11 1.86
C 0.961039 0.536619 -0.836643 -2.87 1.36 0.45
H 0.272085 1.639682 2.160607 -0.31 -0.02 0.14
H 2.530203 0.745344 2.696170 -0.12 0.02 0.17
H 3.781624 -0.360079 0.752787 -0.04 -0.34 0.33
H 2.728627 -0.530531 -1.446241 0.10 0.26 -0.19
H 0.454960 0.599216 -1.788673 0.27 0.04 -0.46
```
Positions in Å, forces in eV/Å.

Values from the calculation:
- E_HOMO (spin up / spin down): -12.0 / -12.0 eV
- Multiplicity: 2
- Kohn-Sham gap (spin up / spin down): 0.28081 / 0.11777 Ha
- Total energy: -464762.025 eV
- Total charge: +1

---

Record 3
The following is a quantum chemistry calculation of 10 unconnected molecules or ions with the total composition C10H40O10 at a distorted geometry, from OMol25.

The geometry in XYZ format:
```
60
Properties=species:S:1:pos:R:3:forces:R:3
C -27.294395 10.784392 11.826173 0.87 -0.50 0.63
O -26.669319 10.493335 13.087030 -0.87 0.65 -0.26
H -26.664548 11.407579 11.191317 0.08 0.30 0.02
H -27.450054 9.857518 11.274105 -0.41 -0.05 -0.07
H -28.230265 11.305433 12.028090 0.03 -0.19 -0.02
H -25.807624 10.091192 12.955320 0.25 -0.20 -0.25
C -22.558664 11.419642 7.134568 0.10 -0.44 0.93
O -21.679199 12.220639 7.942166 -1.02 0.50 -0.91
H -22.036786 10.835640 6.376490 0.18 0.08 -0.04
H -23.087989 10.731097 7.793209 -0.02 -0.41 0.03
H -23.371623 11.959472 6.648981 0.51 0.73 0.08
H -21.069962 11.640154 8.404201 0.14 -0.39 -0.40
C -24.800787 17.724112 7.578495 -0.08 0.52 0.76
O -24.419549 16.406927 7.348419 0.46 -0.32 -1.27
H -24.093825 18.237673 8.230080 0.05 0.01 0.52
H -24.791973 18.368584 6.699475 -0.21 -0.62 -0.49
H -25.790571 17.733375 8.034956 -0.16 0.45 0.05
H -24.590275 15.875007 8.129126 -0.09 -0.03 0.47
C -26.775186 15.645068 12.613256 0.39 0.04 0.78
O -26.985080 14.774668 11.538387 -0.22 -0.73 -0.48
H -26.957665 15.208689 13.595283 -0.44 -0.33 0.00
H -25.695173 15.791239 12.630659 -0.10 0.77 -0.17
H -27.394018 16.536071 12.507143 0.43 0.31 0.06
H -27.882403 14.433514 11.544139 -0.03 -0.01 -0.03
C -24.454191 13.559501 9.738147 -1.20 -0.61 0.19
O -24.904086 14.899753 9.694325 0.98 0.58 0.11
H -24.969402 13.069984 10.564604 -0.12 -0.27 0.07
H -24.826793 13.117966 8.813856 0.58 -0.53 -0.05
H -23.396377 13.368364 9.918710 0.17 0.66 -0.49
H -25.592185 14.982796 10.358576 -0.42 0.08 0.05
C -22.695590 15.168294 12.569940 -0.96 -0.86 0.33
O -21.833944 16.054551 13.171700 1.97 1.28 0.10
H -22.159858 14.363230 12.066988 0.40 0.15 0.10
H -23.236781 14.715254 13.400582 -0.82 -0.44 -0.47
H -23.324975 15.621320 11.803944 -0.34 0.09 0.09
H -22.256345 16.616609 13.825366 -0.26 -0.21 -0.17
C -27.425505 14.366824 7.474540 -0.36 0.09 1.39
O -28.649006 13.760353 7.065573 0.23 0.14 -0.61
H -26.524406 13.786469 7.276303 -0.07 -0.06 -0.44
H -27.316374 15.393252 7.124352 -0.19 -0.29 -0.54
H -27.500158 14.463843 8.557649 0.41 0.15 0.28
H -28.839445 13.058517 7.692276 -0.01 -0.01 -0.10
C -20.038070 11.267711 10.428487 0.76 0.82 0.72
O -19.947735 10.493138 9.236710 0.09 0.28 0.66
H -19.340738 12.103677 10.483106 0.30 0.26 -0.77
H -20.998934 11.775111 10.514388 -0.21 -0.72 0.08
H -19.697021 10.716319 11.304699 -0.85 -0.49 0.19
H -19.021617 10.241958 9.207952 0.04 -0.22 -0.50
C -24.786330 18.623931 11.404152 -0.66 -0.16 -0.32
O -25.196350 19.750467 10.635682 0.06 0.01 0.10
H -25.306909 17.739092 11.037893 0.21 -0.16 -0.46
H -23.710455 18.457779 11.349489 -0.06 -0.03 0.29
H -25.180389 18.703897 12.417279 0.49 0.38 0.31
H -24.424254 20.191876 10.274227 -0.03 -0.07 0.05
C -23.433579 10.069335 11.411969 0.72 -1.38 0.31
O -24.111761 9.377568 12.501080 0.22 0.94 -0.58
H -22.451325 9.598262 11.374953 0.19 0.18 -0.45
H -23.931088 9.860303 10.464929 -0.16 0.27 0.06
H -23.225400 11.130037 11.552177 -0.69 0.01 0.41
H -23.555159 8.621763 12.702449 -0.26 0.00 0.18
```
Positions in Å, forces in eV/Å.

Values from the calculation:
- SMILES string: CO.CO.CO.CO.CO.CO.CO.CO.CO.CO
- Energy above the lowest of the compared OMol25 structures with the same formula, charge and spin: 112.0 kcal per mole
- E_HOMO: -9.4 eV
- Multiplicity: 1
- Kohn-Sham gap: 0.35614 Ha
- Total energy: -31488.292 eV

---

Record 4
The following is a quantum chemistry calculation of C25H32N6O6 in the gas phase at a distorted geometry, from OMol25.

The geometry in XYZ format:
```
69
Properties=species:S:1:pos:R:3:forces:R:3
C 1.642199 1.484475 -3.952136 -0.10 -0.36 0.17
C 0.883920 0.184019 -3.698615 0.12 0.16 -0.50
O 0.709513 -0.091181 -2.319649 0.02 -0.04 0.38
C 1.719120 -0.720103 -1.629551 -0.04 -0.16 0.11
C 2.963197 -1.030699 -2.141942 -0.33 0.12 -0.12
C 3.923565 -1.633923 -1.343181 0.01 -0.16 0.20
C 3.644526 -1.975303 -0.034393 0.06 -0.18 -0.25
C 2.372690 -1.714007 0.469902 -0.22 -0.08 -0.13
C 1.421724 -1.059637 -0.291439 -0.14 0.11 -0.08
O 0.204275 -0.637507 0.158980 0.47 -0.13 -0.50
C -0.220650 -0.976683 1.464913 -0.21 -0.26 0.47
C -0.753335 -2.402747 1.547819 0.16 0.34 -0.20
H 0.022346 -3.120525 1.292091 0.05 -0.11 0.01
H -1.581266 -2.522571 0.852897 -0.09 -0.04 -0.03
H -1.102848 -2.604439 2.556464 -0.04 -0.06 0.12
H 0.583743 -0.809943 2.190842 -0.06 0.08 -0.09
H -1.030999 -0.271710 1.673924 0.12 -0.03 0.03
H 2.158908 -1.988172 1.490147 -0.09 0.05 0.16
C 4.726656 -2.469588 0.886350 -0.05 0.13 0.03
H 5.630434 -2.655423 0.304452 -0.02 -0.07 -0.01
H 4.433567 -3.404869 1.366283 0.08 -0.05 -0.01
C 5.023943 -1.413911 1.984973 0.06 -0.18 0.21
N 4.690337 -0.080083 1.546518 0.25 0.23 0.03
C 3.521771 0.492470 1.933970 0.34 0.18 -0.15
O 2.938154 0.214295 2.977647 -0.18 -0.04 0.19
C 2.958123 1.440006 0.985663 -0.99 0.46 0.21
N 3.362966 1.614211 -0.294347 0.29 -0.09 0.11
N 2.500803 2.296316 -0.929533 0.15 0.35 -1.09
N 1.477624 2.600470 -0.095896 0.18 -0.43 1.02
C 1.721482 2.086262 1.131108 0.87 -0.19 -0.18
N 0.982580 2.256889 2.242019 -0.32 0.01 0.21
H 0.020912 2.548411 2.166122 -0.07 0.01 0.01
H 1.247087 1.643406 3.000814 -0.01 0.01 -0.01
C 0.330349 3.339611 -0.540069 -0.22 0.31 0.04
H 0.399657 3.418043 -1.626472 0.04 -0.01 0.10
H 0.336482 4.343350 -0.098902 -0.09 -0.19 -0.10
C -0.975943 2.648423 -0.107492 0.36 0.10 -0.34
O -1.627257 3.109082 0.816170 -0.13 0.13 0.19
N -1.277088 1.550456 -0.818685 0.07 0.01 -0.28
C -2.373752 0.690042 -0.643934 -0.45 -0.22 0.13
C -2.400193 -0.494903 -1.367896 -0.03 0.12 0.06
C -3.459768 -1.361322 -1.209998 -0.23 0.16 0.19
C -4.520926 -1.089586 -0.348743 0.09 0.00 -0.03
C -4.500542 0.117276 0.373899 -0.11 -0.22 -0.06
C -3.428550 0.985625 0.211642 -0.01 0.18 0.13
H -3.398305 1.909187 0.761126 -0.03 0.01 0.03
O -5.544946 0.394735 1.220116 0.18 -0.31 -0.31
C -5.532673 1.605731 1.935972 -0.01 0.19 0.12
H -6.448967 1.600428 2.525001 0.08 0.06 -0.02
H -4.671167 1.670976 2.607449 -0.01 0.01 -0.04
H -5.537344 2.471341 1.266583 0.02 -0.02 0.03
O -5.471306 -2.068056 -0.318532 0.30 0.10 -0.13
C -6.621590 -1.954470 0.487420 -0.42 -0.09 0.22
H -7.227424 -1.089530 0.209855 0.03 -0.08 0.04
H -7.186911 -2.867981 0.301909 0.02 0.07 0.03
H -6.369176 -1.892326 1.547955 -0.04 -0.01 -0.08
H -3.497037 -2.290663 -1.756062 0.00 -0.11 -0.06
H -1.585162 -0.744686 -2.025819 0.12 -0.05 -0.07
H -0.561452 1.160717 -1.428954 0.07 0.14 0.13
H 5.009072 0.189870 0.625559 -0.12 0.03 0.01
H 4.415988 -1.596832 2.873976 0.16 -0.01 -0.08
H 6.079002 -1.457633 2.268593 -0.13 -0.06 0.07
H 4.903442 -1.822320 -1.755811 0.13 -0.02 -0.02
H 3.224371 -0.770680 -3.154126 -0.02 0.08 -0.13
H 1.379958 -0.660949 -4.188376 -0.10 0.03 0.07
H -0.133531 0.255164 -4.098525 0.15 -0.08 0.01
H 1.964656 1.528644 -4.988653 0.01 0.03 -0.15
H 2.507221 1.553839 -3.297037 0.04 0.04 -0.06
H 1.003731 2.341183 -3.752361 -0.02 0.12 0.03
```
Positions in Å, forces in eV/Å.

Values from the calculation:
- SMILES string: CCOc1ccc(CCNC(=O)c2nnn(CC(=O)Nc3ccc(OC)c(OC)c3)c2N)cc1OCC
- Energy above the lowest of the compared OMol25 structures with the same formula, charge and spin: 0.0 kcal per mole
- E_HOMO: -7.7 eV
- Multiplicity: 1
- Kohn-Sham gap: 0.30950 Ha
- Total energy: -47669.711 eV